Entry 1:
C39H38Br2IrN7O2P2S | wB97M-V/def2-TZVPD

Structure (ORCA input):
```
! wB97M-V def2-TZVPD RIJCOSX def2/J DEFGRID3
* xyz 3 2
Ir 1.88 -0.14 0.18
Br -0.08 -1.91 4.69
Br 4.36 -5.42 4.56
S 3.18 1.46 1.87
P -1.65 -1.23 -1.63
P -1.63 1.35 -1.13
O 2.19 0.76 -1.82
O 1.06 -1.08 2.05
N 2.82 3.77 3.21
N 0.08 1.62 3.01
N 1.91 4.50 3.84
N 1.03 2.60 3.23
N 2.66 1.45 -3.90
N 3.14 2.80 -2.11
N 3.34 -1.79 0.82
C -1.92 -0.99 0.18
C 0.59 -2.78 -0.92
C -0.48 4.25 4.41
C 0.08 -1.81 -1.78
C 5.24 -3.21 0.62
C 3.37 -4.03 3.75
C 3.78 -3.46 2.51
C -1.05 3.00 -0.60
C -2.99 -4.36 -3.83
C 0.81 3.81 3.86
C -5.57 1.97 -0.23
C 2.24 -3.57 4.40
C -1.42 5.35 -0.23
C 0.66 4.34 0.41
C 2.47 -3.10 -2.40
C 1.78 -3.42 -1.24
C 1.78 -1.98 2.59
C -4.19 1.87 -0.13
C 0.23 3.12 -0.07
C 1.99 -2.10 -3.23
C 4.92 -3.86 1.79
C -3.51 -3.31 -1.30
C -3.45 1.45 -1.23
C -0.17 5.45 0.35
C -1.86 4.13 -0.72
C -5.46 1.24 -2.52
C -1.34 0.39 0.43
C 2.66 1.64 -2.57
C 0.80 -1.46 -2.93
C -3.86 -5.01 -2.97
C -4.09 1.13 -2.42
C -4.12 -4.48 -1.71
C 3.00 -2.42 1.96
C -2.58 -2.70 -2.14
C -2.36 -3.20 -3.42
C -6.20 1.65 -1.43
C 4.43 -2.16 0.17
C 1.46 -2.57 3.83
C 2.31 2.59 2.80
H -0.88 3.54 5.12
H 3.36 -3.65 -2.67
H -0.23 0.30 0.52
H -2.99 -0.99 0.39
H 3.24 2.94 -1.12
H -7.28 1.73 -1.50
H -2.83 4.05 -1.19
H -2.80 -4.76 -4.82
H 0.90 2.26 -0.06
H -4.81 -4.98 -1.05
H 1.66 4.45 0.81
H -1.21 4.39 3.61
H 2.53 -1.86 -4.13
H -1.71 0.88 1.32
H 2.33 0.59 -4.29
H 0.17 6.41 0.73
H -0.54 1.55 3.81
H 2.14 -4.22 -0.60
H 0.38 -0.72 -3.60
H -3.72 -2.91 -0.32
H 3.56 3.48 -2.72
H 3.05 2.13 -4.53
H 4.67 -1.62 -0.73
H -2.06 6.22 -0.31
H 1.97 -3.99 5.36
H -5.96 1.01 -3.46
H 3.78 4.10 3.11
H -1.45 -1.77 0.78
H -3.50 0.81 -3.27
H 6.10 -3.49 0.04
H 0.52 0.72 2.81
H -6.14 2.29 0.62
H -3.69 2.14 0.79
H 5.55 -4.66 2.16
H -1.68 -2.69 -4.09
H 0.02 -3.12 -0.06
H -4.35 -5.92 -3.28
H -0.34 5.20 4.91
*
```

For the lowest unoccupied orbital energy (alpha / beta), the calculation gives -10.6360 / -10.6094 eV. Its expectation value of S² is 0.76. The frontier orbital gap (alpha / beta) is 0.1492 / 0.1505 Eh. The HOMO energy (alpha / beta) comes out at -14.6970 / -14.7042 eV.

Entry 2:
C39H38BrN7O2Ru | wB97M-V/def2-TZVPD

Structure (ORCA input):
```
! wB97M-V def2-TZVPD RIJCOSX def2/J DEFGRID3
* xyz 1 6
Ru 0.25 -0.10 -0.22
Br 0.54 7.30 0.09
O -0.01 0.35 2.06
O -3.60 2.65 -3.71
N 1.00 -0.14 -2.96
N 2.18 0.44 0.59
N 1.13 -2.08 -1.52
N -2.81 1.13 -5.25
N -4.81 2.25 -5.57
N 0.26 1.42 -1.44
N -1.45 -0.75 -0.69
C -0.64 -2.00 -3.38
C 0.19 -4.12 -2.44
C 0.12 3.79 -2.07
C 0.44 5.48 -0.40
C 0.62 -1.48 -2.71
C -0.61 -3.49 -3.31
C -5.81 1.72 -9.09
C 4.62 1.25 1.57
C 0.16 1.05 -2.86
C -0.75 -2.74 1.39
C -5.90 0.33 -9.17
C -1.24 1.09 -3.39
C -4.34 -3.46 0.49
C -2.37 -1.63 -0.26
C 2.37 0.54 1.91
C -4.63 -2.48 -0.45
C 0.58 4.50 0.57
C -3.73 2.03 -4.75
C -3.68 -1.56 -0.85
C -1.65 0.62 -4.63
C -4.01 -0.49 -1.83
C 3.18 0.73 -0.25
C 1.20 -1.05 -4.05
C -6.29 -0.35 -10.45
C 0.92 -3.34 -1.44
C 1.21 0.18 2.81
C -5.16 1.60 -6.78
C 3.58 0.95 2.44
C -0.13 -1.42 -4.75
C -5.26 0.21 -6.84
C 4.42 1.14 0.21
C -5.61 -0.41 -8.03
C -2.09 -2.62 0.72
C -5.43 2.34 -7.91
C 0.30 2.77 -1.12
C -1.01 -0.38 -5.35
C -3.09 -3.52 1.07
C 0.51 3.16 0.21
C 0.20 5.12 -1.72
H -5.62 -2.43 -0.89
H 0.21 -5.19 -2.37
H 0.73 1.80 -3.42
H -5.69 -1.49 -8.06
H -0.84 -2.60 2.47
H 5.57 1.57 1.96
H -7.12 -1.03 -10.30
H -5.05 -0.55 -2.14
H -5.33 3.07 -5.30
H 0.05 -2.22 -5.47
H -5.46 -0.94 -10.85
H -1.28 -4.06 -3.96
H -5.11 -4.17 0.78
H -2.88 -4.28 1.81
H -0.30 -3.72 1.23
H 0.06 5.88 -2.47
H -1.35 -0.57 -6.36
H -0.11 3.56 -3.10
H -6.58 0.37 -11.21
H -3.84 0.51 -1.42
H -0.77 0.06 2.58
H -3.04 0.71 -6.13
H 2.94 0.64 -1.31
H 0.74 4.77 1.60
H 0.59 2.42 0.99
H -1.88 1.80 -2.89
H -1.60 -1.60 -3.05
H 3.70 1.04 3.51
H 1.25 -3.85 -0.54
H -0.03 -1.99 1.02
H -6.03 2.32 -9.96
H 5.20 1.37 -0.50
H -3.38 -0.55 -2.73
H 2.19 -1.15 -4.46
H -5.35 3.42 -7.87
H 1.20 0.82 3.69
H 1.30 -0.86 3.13
H -5.10 -0.38 -5.95
*
```

For the lowest unoccupied orbital energy (alpha / beta), the calculation gives -2.8193 / -3.4611 eV. Its expectation value of S² is 8.85. The frontier orbital gap (alpha / beta) is 0.2490 / 0.2249 Eh. The HOMO energy (alpha / beta) comes out at -9.5960 / -9.5804 eV.

Entry 3:
C39H38F6HfN5O | wB97M-V/def2-TZVPD

Structure (ORCA input):
```
! wB97M-V def2-TZVPD RIJCOSX def2/J DEFGRID3
* xyz 1 1
Hf 0.29 0.23 0.12
F 0.59 4.75 -0.65
F -1.27 5.09 1.27
F 1.03 2.64 -0.93
F 2.35 3.88 0.24
F -1.92 3.21 2.12
F -1.75 3.41 -0.03
O 0.29 1.88 1.31
N -0.18 -1.98 -0.77
N 2.67 0.54 1.19
N -1.49 0.55 -0.94
N 1.86 -0.34 -1.17
N 0.66 -1.50 1.83
C 4.21 1.61 2.66
C 1.87 -1.54 -1.89
C -4.81 -0.40 0.53
C 2.75 -3.25 -3.37
C 4.88 1.70 -2.10
C -2.90 0.10 3.76
C -2.53 0.21 -0.05
C 3.03 0.46 -1.15
C -2.25 0.17 1.32
C 0.91 3.87 2.49
C -3.84 -0.13 -0.42
C 0.27 3.26 1.25
C -0.20 -1.93 2.76
C -2.94 1.76 -2.60
C 0.03 -3.05 3.54
C 3.02 0.90 2.39
C -2.09 -0.57 -3.10
C 5.34 2.04 -0.87
C -0.54 -4.39 -2.10
C 1.65 -4.04 -3.23
C -1.80 0.75 -2.39
C 4.63 1.65 0.29
C -0.56 1.36 -3.05
C 3.71 0.91 -2.25
C 2.09 -3.34 2.38
C 3.47 0.88 0.14
C -4.51 -0.34 1.89
C 0.61 -3.62 -2.36
C 1.79 -2.20 1.65
C -1.19 3.75 1.14
C 0.74 -2.39 -1.68
C -1.46 -3.95 -1.19
C 1.19 -3.77 3.35
C 5.00 1.99 1.61
C 2.87 -2.01 -2.70
C -3.22 -0.04 2.30
C -1.23 -2.73 -0.53
C -6.22 -0.71 0.09
C 1.06 3.67 -0.03
H -0.71 1.38 -4.13
H -3.92 1.30 -2.71
H 3.35 0.67 -3.24
H 1.55 -4.97 -3.76
H -0.39 2.38 -2.71
H -0.70 -3.34 4.28
H -1.29 0.48 1.76
H -6.69 -1.44 0.74
H 3.56 -3.57 -4.01
H -6.83 0.20 0.11
H 1.40 -4.65 3.94
H 3.78 -1.44 -2.86
H -1.90 0.52 3.91
H 0.99 4.96 2.44
H -0.68 -5.33 -2.62
H 5.40 2.03 -2.99
H -2.35 -4.52 -0.96
H -2.84 -1.18 -2.60
H -2.76 2.31 -3.53
H 6.24 2.64 -0.76
H 0.34 0.77 -2.86
H 0.31 3.60 3.35
H -1.18 -1.17 -3.19
H -6.24 -1.09 -0.93
H 2.35 0.65 3.20
H -3.61 0.77 4.24
H 2.46 -1.84 0.89
H 4.47 1.86 3.68
H -2.99 2.48 -1.79
H 1.91 3.45 2.61
H -2.45 -0.38 -4.11
H -2.95 -0.85 4.28
H 3.01 -3.86 2.18
H -5.29 -0.50 2.62
H -4.13 -0.16 -1.45
H 5.91 2.56 1.78
H -1.94 -2.37 0.21
H -1.12 -1.37 2.87
*
```

For the lowest unoccupied orbital energy, the calculation gives -2.8624 eV. The frontier orbital gap is 0.2600 Eh. The HOMO energy comes out at -9.9386 eV.

Entry 4:
C39H38IN8O5PtS | wB97M-V/def2-TZVPD

Structure (ORCA input):
```
! wB97M-V def2-TZVPD RIJCOSX def2/J DEFGRID3
* xyz -1 3
Pt 0.39 0.37 -1.00
I -1.51 3.09 -2.57
S 0.26 -0.86 2.69
O 1.91 0.41 -5.05
O 0.67 0.68 -3.21
O -1.16 -0.62 2.56
O 0.96 -0.19 3.76
O -4.98 -2.66 2.37
N 1.80 2.39 -1.25
N 2.29 -0.78 -0.52
N 1.23 -6.70 3.25
N -3.98 -2.95 0.37
N 3.05 -1.37 1.67
N -0.97 -1.52 -1.18
N 0.86 -0.51 1.22
N -4.38 -0.79 1.24
C -4.44 0.04 0.10
C 0.46 -2.60 2.97
C 0.87 3.52 0.71
C 0.94 -5.34 3.19
C -0.30 -3.50 2.24
C 4.19 2.73 -1.59
C 2.60 2.08 2.36
C 1.82 2.66 0.15
C 3.49 -1.05 -1.01
C -4.57 1.83 -2.07
C -1.56 -3.50 -2.33
C -4.27 2.28 -0.79
C 2.10 -0.91 0.84
C 0.74 3.58 2.11
C 1.44 -3.06 3.83
C -4.75 -0.42 -1.18
C -2.90 -2.72 -0.51
C 1.61 2.86 2.92
C -4.20 1.40 0.28
C 2.98 1.38 -3.18
C -0.74 -2.40 -2.14
C -4.80 0.47 -2.24
C -0.06 -4.86 2.35
C -0.37 4.39 2.73
C 0.00 4.41 -0.14
C 1.68 -4.42 3.95
C 4.24 -1.63 1.14
C 4.53 -1.47 -0.21
C -2.66 -3.66 -1.50
C -4.61 2.77 -3.24
C 5.40 1.64 -3.34
C -1.37 1.52 -1.08
C 1.75 0.76 -3.88
C 5.39 2.46 -2.22
C 4.20 1.14 -3.82
C 2.70 1.96 0.98
C -4.48 -2.15 1.38
C 2.98 2.15 -2.01
C -2.02 -1.65 -0.38
H -4.95 -1.47 -1.35
H -4.49 -0.32 2.12
H 4.99 -2.00 1.83
H 1.03 2.77 -1.77
H -0.38 4.24 3.81
H 5.51 -1.67 -0.61
H 0.12 -2.21 -2.77
H 3.61 -0.93 -2.08
H -1.00 4.00 -0.29
H 2.01 -2.35 4.41
H 0.43 4.57 -1.13
H 3.44 1.30 0.56
H -2.21 0.89 -1.35
H -0.65 -5.56 1.76
H 0.49 -7.31 2.96
H -2.12 -0.92 0.41
H 6.30 2.91 -1.85
H 1.70 -7.01 4.09
H 1.49 2.90 4.00
H -0.26 5.46 2.53
H 4.17 3.39 -0.73
H 2.45 -4.79 4.61
H -3.32 -4.51 -1.61
H 3.28 1.52 2.99
H -3.79 2.58 -3.93
H -0.11 5.38 0.32
H -1.35 -4.21 -3.12
H 4.16 0.55 -4.72
H 6.33 1.40 -3.84
H -4.05 3.32 -0.63
H -5.55 2.67 -3.80
H -3.95 1.76 1.27
H -4.52 3.81 -2.91
H -1.08 -3.13 1.59
H -5.03 0.09 -3.23
H -1.34 4.08 2.33
H -4.20 -3.91 0.55
H -1.62 2.03 -0.15
*
```

For the lowest unoccupied orbital energy (alpha / beta), the calculation gives 2.2797 / 2.2782 eV. Its expectation value of S² is 2.01. The frontier orbital gap (alpha / beta) is 0.2093 / 0.2715 Eh. The HOMO energy (alpha / beta) comes out at -3.4159 / -5.1092 eV.

Values of ΔE to the lowest compared entry with this formula, charge and spin, in order: 7.648, 5.401, 0.785, 2.203, all in eV.
Values of M, in order: 1082.82, 817.75, 885.25, 1052.83, all in g mol⁻¹.